Computed, not measured: a molecular structure, C43H38N6OP2PtSTe, with wB97M-V/def2-TZVPD.

## Properties
Energy above the lowest of the compared OMol25 structures with the same formula, charge and spin (kcal/mol): 2.0
E_LUMO (eV): -0.33
Gap between HOMO and LUMO (eV): 7.391
Spin multiplicity: 1
Total charge: 0

The geometry in XYZ format:
```
93
Properties=species:S:1:pos:R:3:mulliken_charge:R:1
Pt -0.499 -0.913 1.608 1.587
Te 4.006 -1.368 3.781 0.322
C 4.744 0.570 3.356 0.394
C 3.924 1.599 2.921 0.199
C 4.496 2.827 2.621 -0.610
N 5.796 3.091 2.732 -0.624
C 6.572 2.098 3.159 -0.425
C 6.104 0.832 3.479 -0.480
C 2.132 -1.156 2.970 -0.876
P 1.704 -1.245 1.295 -0.194
C 2.095 -2.840 0.532 0.617
C 2.333 -3.952 1.332 -0.356
C 2.567 -5.190 0.750 -0.848
C 2.553 -5.321 -0.631 -0.490
C 2.307 -4.215 -1.433 -0.718
C 2.080 -2.976 -0.856 -0.475
C 2.563 -0.035 0.261 0.837
C 1.921 1.135 -0.131 -0.335
C 2.630 2.132 -0.787 -0.718
C 3.983 1.966 -1.042 -0.565
C 4.627 0.797 -0.657 -0.754
C 3.920 -0.205 -0.014 -0.329
P 0.552 -0.801 3.605 0.230
C -0.008 -2.032 4.821 0.675
C -0.261 -3.324 4.358 -0.397
C -0.647 -4.319 5.238 -0.843
C -0.785 -4.033 6.592 -0.513
C -0.541 -2.752 7.057 -0.828
C -0.155 -1.750 6.175 -0.251
C 0.445 0.779 4.497 0.505
C 1.511 1.213 5.283 -0.130
C 1.434 2.421 5.961 -0.726
C 0.291 3.202 5.861 -0.613
C -0.775 2.774 5.083 -0.446
C -0.698 1.568 4.402 -0.106
H 2.859 1.451 2.803 0.250
H 3.869 3.640 2.270 0.422
H 7.630 2.321 3.246 0.365
H 6.803 0.072 3.807 0.368
H 2.335 -3.841 2.410 0.322
H 2.761 -6.051 1.376 0.427
H 2.734 -6.287 -1.084 0.384
H 2.291 -4.317 -2.511 0.418
H 1.889 -2.113 -1.483 0.353
H 0.866 1.263 0.084 0.256
H 2.124 3.037 -1.098 0.438
H 4.539 2.747 -1.544 0.391
H 5.684 0.670 -0.854 0.443
H 4.424 -1.115 0.291 0.423
H -0.162 -3.540 3.300 0.281
H -0.847 -5.317 4.870 0.426
H -1.089 -4.811 7.281 0.394
H -0.651 -2.526 8.110 0.424
H 0.027 -0.749 6.545 0.371
H 2.408 0.610 5.363 0.426
H 2.271 2.752 6.561 0.453
H 0.234 4.147 6.387 0.388
H -1.667 3.383 5.004 0.406
H -1.527 1.230 3.792 0.023
N -3.237 1.522 -3.028 -0.595
C -2.310 0.876 -2.772 0.534
N -1.219 0.172 -2.519 -0.836
C -1.140 -0.432 -1.397 0.832
N -1.047 -1.053 -0.407 -0.630
C -3.737 4.422 -0.898 -1.413
C -3.329 3.389 0.145 -0.223
C -4.239 2.173 0.073 0.544
N -3.874 1.221 1.125 0.213
C -3.622 -0.070 1.074 -0.237
S -2.795 -0.798 2.418 -0.642
N -3.959 -0.865 0.035 0.259
C -4.873 -0.761 -1.050 -0.075
O -4.649 -1.410 -2.036 -0.546
C -6.103 0.049 -0.859 0.591
C -6.599 0.738 -1.961 -0.407
C -7.746 1.501 -1.827 -0.733
C -8.405 1.557 -0.604 -0.387
C -7.921 0.848 0.487 -0.725
C -6.761 0.097 0.364 -0.010
H -3.085 5.294 -0.859 0.415
H -4.762 4.761 -0.732 0.325
H -3.676 3.990 -1.897 0.320
H -3.368 3.825 1.150 0.455
H -2.299 3.067 -0.027 0.067
H -4.117 1.702 -0.899 -0.556
H -5.287 2.459 0.189 0.118
H -3.588 1.630 2.004 0.306
H -3.381 -1.695 -0.030 0.360
H -6.058 0.688 -2.897 0.440
H -8.128 2.054 -2.675 0.410
H -9.305 2.151 -0.503 0.413
H -8.446 0.878 1.432 0.410
H -6.382 -0.459 1.212 0.436
```

---

Computed, not measured: 2 unconnected molecules or ions with the total composition C2H10NO, with wB97M-V/def2-TZVPD.

## Properties
Energy above the lowest of the compared OMol25 structures with the same formula, charge and spin (kcal/mol): 22.2
E_LUMO (eV): -3.66
Gap between HOMO and LUMO (eV): 10.963
Spin multiplicity: 1
Total charge: +1

The geometry in XYZ format:
```
14
Properties=species:S:1:pos:R:3:mulliken_charge:R:1
C 0.182 2.377 0.729 -0.490
O 1.030 1.244 0.403 -0.546
H 1.880 1.498 0.018 0.304
H 0.566 2.818 1.619 0.260
H 0.072 2.994 -0.155 0.287
H -0.809 1.952 0.889 0.212
C -1.267 -2.090 -0.782 -0.806
N 0.028 -1.549 -0.305 -0.235
H 0.502 -2.194 0.325 0.367
H 0.645 -1.338 -1.090 0.374
H -0.100 -0.663 0.194 0.232
H -1.899 -2.393 0.037 0.349
H -1.117 -2.853 -1.536 0.350
H -1.871 -1.326 -1.258 0.343
```

---

Computed, not measured: a molecular structure, C36H45BN6O4PPdS, with wB97M-V/def2-TZVPD.

## Properties
Energy above the lowest of the compared OMol25 structures with the same formula, charge and spin (kcal/mol): 127.0
E_LUMO (alpha / beta) (eV): 2.36 / 0.99
Gap between HOMO and LUMO (alpha / beta) (eV): 5.553 / 2.648
Spin multiplicity: 1
Total charge: -1

The geometry in XYZ format:
```
95
Properties=species:S:1:pos:R:3:mulliken_charge:R:1
Pd 1.133 0.312 -0.723 0.471
O -1.117 3.509 -2.559 -0.762
S 0.070 2.721 -2.809 1.611
O -0.102 1.446 -3.462 -0.799
N 1.038 2.507 -1.559 0.057
C 1.356 3.519 -0.705 0.379
C 0.923 4.842 -0.741 -0.596
C 1.351 5.785 0.205 -0.991
C 2.207 5.466 1.224 -0.907
C 2.679 4.139 1.319 1.283
C 3.546 3.700 2.343 -0.677
C 3.960 2.398 2.378 -0.783
C 3.515 1.521 1.373 -0.300
N 2.715 1.898 0.407 -0.350
C 2.276 3.175 0.360 0.147
C 1.072 3.701 -3.929 -0.195
C 0.692 4.975 -4.312 0.041
C 1.506 5.706 -5.170 -0.726
C 2.692 5.159 -5.636 -0.353
C 3.069 3.878 -5.247 -0.642
C 2.260 3.148 -4.392 -0.520
H 0.202 5.146 -1.484 0.470
H 0.970 6.797 0.121 0.364
H 2.520 6.200 1.958 0.357
H 3.866 4.412 3.095 0.394
H 4.621 2.036 3.156 0.402
H 3.821 0.479 1.364 0.510
H -0.243 5.374 -3.941 0.456
H 1.212 6.704 -5.471 0.373
H 3.327 5.731 -6.302 0.344
H 3.996 3.452 -5.609 0.381
H 2.534 2.151 -4.069 0.356
N -0.927 0.374 -0.147 -1.352
P -1.574 -0.844 0.497 -0.392
N -3.270 -0.850 0.678 0.765
C -3.788 0.402 1.236 -0.800
C -4.097 1.442 0.162 -0.290
C -5.072 0.871 -0.863 -1.021
C -4.508 -0.422 -1.447 -0.180
C -4.161 -1.404 -0.327 -0.892
N -1.124 -1.231 2.093 1.229
C 0.081 -0.609 2.638 0.511
C -0.253 0.355 3.770 -0.697
C -1.023 -0.371 4.870 -0.901
C -2.259 -1.058 4.295 -0.712
C -1.895 -1.938 3.096 -1.049
N -1.304 -2.321 -0.344 1.200
C -1.299 -3.609 0.318 -1.516
C 0.026 -3.949 1.017 -0.395
C 1.074 -4.055 -1.345 -1.354
C 0.080 -2.134 -2.439 -1.080
C -1.308 -2.255 -1.789 -0.490
H -3.042 0.805 1.923 0.172
H -4.697 0.178 1.816 0.461
H -3.153 1.708 -0.322 0.067
H -4.510 2.341 0.629 0.379
H -5.259 1.596 -1.658 0.478
H -6.037 0.663 -0.382 0.309
H -3.605 -0.180 -2.014 0.011
H -5.223 -0.886 -2.133 0.429
H -3.718 -2.315 -0.732 0.356
H -5.094 -1.697 0.180 0.473
H 0.596 -0.096 1.828 -0.881
H 0.747 -1.397 3.030 0.296
H -0.853 1.172 3.355 0.294
H 0.667 0.795 4.164 0.455
H -1.308 0.317 5.670 0.422
H -0.369 -1.129 5.320 0.297
H -2.980 -0.303 3.975 0.199
H -2.749 -1.673 5.057 0.440
H -2.802 -2.335 2.642 0.516
H -1.304 -2.793 3.470 0.406
H -1.580 -4.394 -0.396 0.892
H -2.077 -3.630 1.088 0.339
H -0.154 -4.756 1.732 0.673
H 0.300 -3.068 1.596 -0.649
H 0.123 -4.449 -1.705 0.427
H 1.882 -4.505 -1.923 0.537
H 0.140 -2.706 -3.367 0.493
H 0.370 -1.099 -2.607 0.226
H -1.828 -3.134 -2.192 0.602
H -1.864 -1.374 -2.108 -0.219
O 1.112 -2.636 -1.560 0.265
B 1.716 -1.487 -0.477 -0.406
O 2.441 -2.267 0.430 -0.403
C 2.472 -3.606 0.594 -0.678
C 3.549 -4.205 1.178 -0.536
C 3.615 -5.595 1.328 -0.848
C 2.560 -6.409 0.847 -0.536
C 1.465 -5.862 0.266 -1.852
C 1.259 -4.379 0.140 3.127
H 4.365 -3.572 1.506 0.445
H 4.478 -6.047 1.796 0.351
H 2.635 -7.485 0.954 0.394
H 0.648 -6.484 -0.087 0.399
```

---

Computed, not measured: 2 unconnected molecules or ions with the total composition C3H5I3Si, with wB97M-V/def2-TZVPD.

## Properties
Energy above the lowest of the compared OMol25 structures with the same formula, charge and spin (kcal/mol): 43.9
E_LUMO (eV): -0.60
Gap between HOMO and LUMO (eV): 8.919
Spin multiplicity: 1
SMILES string: I[SiH](I)I.C#CC
Total charge: 0

The geometry in XYZ format:
```
12
Properties=species:S:1:pos:R:3:mulliken_charge:R:1
I -1.625 -3.767 -3.082 -0.049
Si -2.679 -3.062 -0.962 0.193
I -2.622 -5.223 0.320 -0.092
I -4.926 -2.164 -1.128 0.001
H -1.741 -2.212 -0.256 -0.058
C -1.234 1.261 -0.042 0.005
C -0.367 0.786 -0.650 -0.162
C 0.756 0.120 -1.361 -0.896
H -2.154 1.700 0.448 0.361
H 0.471 -0.913 -1.697 0.163
H 1.626 0.055 -0.700 0.271
H 0.977 0.653 -2.317 0.264
```

---

Computed, not measured: a molecular structure, C8H24ClO8Zr, with wB97M-V/def2-TZVPD.

## Properties
Energy above the lowest of the compared OMol25 structures with the same formula, charge and spin (kcal/mol): 0.0
E_LUMO (eV): -14.99
Gap between HOMO and LUMO (eV): 1.605
Spin multiplicity: 1
Total charge: +3

The geometry in XYZ format:
```
42
Properties=species:S:1:pos:R:3:mulliken_charge:R:1
Zr -13.834 8.561 -33.198 2.136
Cl -13.045 4.945 -33.125 1.755
O -12.597 4.154 -32.060 -0.517
O -12.013 5.151 -34.116 -0.728
O -14.225 4.458 -33.746 -0.590
O -13.328 6.347 -32.626 -0.530
C -11.550 7.452 -29.818 -1.041
C -12.119 8.795 -30.293 -0.220
O -13.377 8.430 -31.038 -0.440
H -12.294 6.754 -29.428 0.401
H -10.887 7.636 -28.971 0.392
H -10.976 7.012 -30.629 0.236
H -11.380 9.275 -30.934 0.375
H -12.302 9.416 -29.417 0.281
H -13.934 7.967 -30.383 0.313
C -17.338 5.834 -34.027 -1.305
C -16.265 6.628 -34.715 0.251
O -15.836 7.799 -33.824 -0.440
H -18.199 6.470 -33.788 0.475
H -17.077 5.436 -33.045 0.342
H -17.649 5.019 -34.678 0.368
H -16.627 7.097 -35.627 0.322
H -15.365 6.035 -34.828 0.066
H -16.691 8.226 -33.615 0.318
C -12.743 6.224 -37.099 -1.307
C -13.373 7.514 -36.594 -0.185
O -13.292 7.464 -35.083 -0.209
H -11.787 5.950 -36.659 0.410
H -12.677 6.192 -38.185 0.411
H -13.504 5.470 -36.861 0.371
H -14.411 7.632 -36.887 0.305
H -12.738 8.347 -36.888 0.348
H -12.906 6.562 -34.908 0.237
C -8.550 3.705 -35.111 -0.719
C -7.963 2.456 -34.503 -0.197
O -6.580 2.538 -34.668 -0.371
H -9.564 3.894 -34.749 0.069
H -8.572 3.635 -36.197 0.314
H -8.000 4.569 -34.736 0.331
H -8.284 1.530 -35.026 0.307
H -8.233 2.314 -33.437 0.305
H -6.137 1.725 -34.374 0.359
```

---

Computed, not measured: C4H9NOS in the gas phase, with wB97M-V/def2-TZVPD.

## Properties
Energy above the lowest of the compared OMol25 structures with the same formula, charge and spin (kcal/mol): 64.7
E_LUMO (eV): 0.88
Gap between HOMO and LUMO (eV): 9.298
Spin multiplicity: 1
SMILES string: C/C=C/COSN
Total charge: 0

The geometry in XYZ format:
```
16
Properties=species:S:1:pos:R:3:mulliken_charge:R:1
C 2.656 -0.128 0.228 -1.081
C 1.368 -0.727 0.603 -0.014
C 0.286 -0.586 -0.227 -0.381
C -1.044 -1.145 0.069 -0.541
O -1.927 -0.131 0.632 -0.275
S -3.521 -0.359 0.352 -0.009
N -3.936 0.654 -0.876 -0.401
H 2.689 0.907 0.488 0.278
H 2.744 -0.171 -0.867 0.316
H 3.533 -0.623 0.814 0.282
H 1.164 -1.298 1.470 0.348
H 0.345 0.002 -1.052 0.397
H -1.431 -1.520 -0.831 0.397
H -0.889 -1.890 0.836 0.239
H -4.037 1.683 -0.767 0.223
H -4.197 0.381 -1.800 0.223
```

---

Calculated calculated total energy in order - -96150.761 -5766.721 -79473.233 -35372.288 -38826.118 -18664.719 eV